C56H46N3O21PS2 | ωB97M-V/def2-TZVPD

Calculated values
**HOMO**: -7.9 eV
**SMILES**: Cc1cc(P(C)O)cc2ncc(CCCSC(=S)N(c3ccccc3)c3ccccc3)nc12.O=C1C=C(O)C(=O)C=C1O.O=C1C=C(O)C(=O)C=C1O.O=C1C=C(O)C(=O)C=C1O.O=C1C=C(O)C(=O)C=C1O.O=C1C=C(O)C(=O)C=C1O
**Lowest unoccupied orbital energy**: -2.009 eV
**HOMO-LUMO gap**: 5.899 eV

The geometry in ORCA input format:
```
! RIJCOSX wB97M-V def2-TZVPD def2/J DEFGRID3
* xyz 0 1
C -5.573 -3.887 1.825
C -6.029 -3.465 0.302
C -7.617 -3.542 -0.099
C -8.137 -3.085 -1.601
P -9.994 -3.129 -2.047
C -10.750 -1.543 -1.249
O -10.093 -2.883 -3.768
C -6.988 -2.600 -2.665
C -5.376 -2.521 -2.254
N -4.431 -2.042 -3.319
C -3.005 -1.959 -2.853
C -2.571 -2.368 -1.339
C -0.954 -2.176 -0.955
C -0.679 -0.537 -1.136
C 0.302 0.077 0.048
S -0.146 1.867 0.370
C -0.605 2.783 -1.197
S -2.126 2.634 -2.018
N 0.373 3.761 -1.810
C 1.197 4.445 -0.742
C 0.433 5.644 0.126
C 1.119 6.483 1.357
C 2.671 6.131 1.783
C 3.453 4.950 0.926
C 2.745 4.101 -0.324
C 1.215 3.147 -2.906
C 1.276 3.950 -4.371
C 2.154 3.424 -5.669
C 2.995 2.021 -5.488
C 2.952 1.155 -4.091
C 2.055 1.741 -2.829
N -3.451 -2.899 -0.243
C -4.857 -2.949 -0.773
H -6.097 -3.155 2.592
H -5.891 -5.015 1.967
H -4.424 -3.821 2.032
H -8.379 -3.899 0.735
H -10.938 -1.649 -0.099
H -11.813 -1.338 -1.742
H -10.120 -0.570 -1.438
H -10.378 -1.922 -3.969
H -7.300 -2.255 -3.765
H -2.172 -1.559 -3.597
H -0.736 -2.504 0.171
H -0.239 -2.699 -1.726
H -0.225 -0.276 -2.186
H -1.742 -0.026 -0.955
H 1.434 -0.128 -0.164
H 0.021 -0.521 1.041
H -0.676 5.905 -0.153
H 0.448 7.289 1.910
H 3.163 6.698 2.681
H 4.568 4.607 1.176
H 3.344 3.261 -0.877
H 0.665 4.941 -4.495
H 2.129 4.086 -6.643
H 3.648 1.679 -6.427
H 3.570 0.158 -4.038
H 2.073 1.113 -1.842
O -8.959 -5.398 3.158
C -8.488 -6.163 3.992
C -8.490 -5.853 5.430
C -7.953 -6.700 6.311
O -7.954 -6.417 7.664
C -7.334 -7.981 5.873
O -6.832 -8.731 6.704
C -7.353 -8.302 4.438
C -7.893 -7.457 3.557
O -7.918 -7.753 2.207
H -8.941 -4.918 5.734
H -7.508 -7.181 8.091
H -6.915 -9.245 4.135
H -8.358 -6.986 1.780
O 10.584 4.659 5.104
C 9.488 4.629 4.557
C 8.360 5.458 5.011
C 7.174 5.389 4.402
O 6.111 6.168 4.822
C 6.948 4.474 3.251
O 5.842 4.419 2.724
C 8.082 3.663 2.781
C 9.269 3.734 3.387
O 10.340 2.977 2.949
H 8.538 6.118 5.851
H 5.366 5.936 4.226
H 7.908 3.015 1.931
H 11.083 3.204 3.550
O 8.538 8.522 2.794
C 7.647 9.277 2.421
C 6.251 8.834 2.282
C 5.307 9.677 1.858
O 3.992 9.268 1.728
C 5.630 11.087 1.508
O 4.745 11.833 1.103
C 7.022 11.536 1.670
C 7.965 10.695 2.097
O 9.274 11.111 2.254
H 6.030 7.806 2.538
H 3.505 10.057 1.404
H 7.239 12.569 1.428
H 9.763 10.320 2.572
O 3.014 -1.921 -0.642
C 3.486 -2.686 0.192
C 3.484 -2.376 1.631
C 4.021 -3.223 2.511
O 4.020 -2.940 3.865
C 4.640 -4.504 2.074
O 5.142 -5.254 2.905
C 4.620 -4.825 0.638
C 4.081 -3.980 -0.242
O 4.056 -4.276 -1.593
H 3.032 -1.441 1.935
H 4.465 -3.704 4.291
H 5.058 -5.768 0.336
H 3.616 -3.509 -2.020
O -3.133 -4.183 -8.086
C -2.662 -4.948 -7.252
C -2.664 -4.638 -5.813
C -2.127 -5.485 -4.933
O -2.128 -5.202 -3.579
C -1.508 -6.766 -5.370
O -1.006 -7.516 -4.539
C -1.527 -7.087 -6.806
C -2.067 -6.242 -7.686
O -2.091 -6.537 -9.037
H -3.115 -3.703 -5.509
H -1.682 -5.966 -3.153
H -1.089 -8.030 -7.108
H -2.531 -5.770 -9.464
*
```

***

C56H46O2P2PdS3Sb | ωB97M-V/def2-TZVPD

Calculated values
**HOMO (spin up / spin down)**: -15.0 / -15.5 eV
**Lowest unoccupied orbital energy (spin up / spin down)**: -8.174 / -11.826 eV
**HOMO-LUMO gap (spin up / spin down)**: 6.783 / 3.719 eV
**⟨S²⟩**: 6.0478

The geometry in ORCA input format:
```
! RIJCOSX wB97M-V def2-TZVPD def2/J DEFGRID3
* xyz 3 5
Pd 0.246 0.100 -0.512
O -1.415 -1.507 2.237
S -0.552 -1.548 1.078
C -1.316 -2.727 -0.100
C -1.511 -4.056 0.225
C -2.132 -4.906 -0.677
C -2.566 -4.422 -1.897
C -2.430 -3.077 -2.198
C -1.824 -2.202 -1.295
P -1.905 -0.377 -1.519
C -3.609 -0.072 -0.942
C -3.898 0.663 0.196
C -5.210 0.860 0.586
C -6.241 0.304 -0.155
C -5.955 -0.432 -1.293
C -4.649 -0.620 -1.700
C -1.991 0.013 -3.278
C -1.298 -0.714 -4.248
C -1.370 -0.332 -5.573
C -2.117 0.782 -5.936
C -2.787 1.523 -4.970
C -2.709 1.159 -3.642
C 1.036 -2.242 1.687
C 1.102 -3.475 2.316
C 2.295 -3.905 2.880
C 3.408 -3.080 2.875
C 3.319 -1.814 2.321
C 2.140 -1.383 1.714
P 2.001 0.357 1.140
C 3.516 0.879 0.276
C 3.328 1.319 -1.034
C 4.399 1.776 -1.781
C 5.662 1.799 -1.208
C 5.846 1.407 0.111
C 4.773 0.972 0.870
C 2.058 1.270 2.694
C 1.786 0.672 3.925
C 1.931 1.415 5.082
C 2.306 2.754 5.013
C 2.526 3.362 3.782
C 2.397 2.627 2.622
H -1.205 -4.442 1.180
H -2.269 -5.943 -0.418
H -3.045 -5.085 -2.601
H -2.813 -2.707 -3.137
H -3.086 1.086 0.776
H -5.431 1.454 1.457
H -7.263 0.454 0.151
H -6.756 -0.854 -1.882
H -4.439 -1.187 -2.594
H -0.728 -1.587 -3.955
H -0.845 -0.897 -6.327
H -2.160 1.086 -6.969
H -3.365 2.387 -5.257
H -3.211 1.747 -2.885
H 0.229 -4.097 2.409
H 2.341 -4.878 3.342
H 4.330 -3.404 3.333
H 4.164 -1.148 2.383
H 2.308 1.360 -1.434
H 4.253 2.134 -2.789
H 6.502 2.159 -1.782
H 6.824 1.473 0.567
H 4.915 0.744 1.917
H 1.472 -0.360 3.977
H 1.750 0.951 6.039
H 2.398 3.328 5.921
H 2.792 4.407 3.733
H 2.555 3.089 1.655
C 0.202 -5.987 -4.157
C 0.370 -4.818 -4.878
C 0.750 -3.651 -4.236
C 0.962 -3.663 -2.865
C 0.796 -4.831 -2.138
C 0.427 -5.996 -2.791
Sb 1.624 -1.834 -1.874
C 2.114 -0.658 -3.607
C 1.475 0.561 -3.797
C 1.762 1.323 -4.917
C 2.686 0.865 -5.844
C 3.312 -0.359 -5.658
C 3.029 -1.127 -4.541
C 3.583 -2.480 -1.236
C 4.693 -1.826 -1.742
C 5.954 -2.342 -1.495
C 6.100 -3.485 -0.728
C 4.986 -4.115 -0.199
C 3.721 -3.608 -0.444
H -0.109 -6.890 -4.658
H 0.211 -4.814 -5.945
H 0.922 -2.757 -4.820
H 0.966 -4.847 -1.069
H 0.310 -6.911 -2.234
H 0.742 0.921 -3.063
H 1.268 2.272 -5.067
H 2.913 1.459 -6.715
H 4.024 -0.720 -6.383
H 3.514 -2.082 -4.397
H 4.583 -0.943 -2.357
H 6.819 -1.851 -1.914
H 7.083 -3.887 -0.536
H 5.098 -5.007 0.397
H 2.855 -4.111 -0.035
C -3.776 3.426 3.842
O -3.129 2.811 2.724
C -1.874 2.532 2.811
S -0.872 2.745 4.132
S -1.008 1.906 1.492
H -4.796 3.625 3.521
H -3.274 4.361 4.103
H -3.766 2.761 4.709
*
```

***

Taking the records one at a time from the top gives electronic energy values of -5042.4613 -4556.3997 hartree.